Entry 1:
C39H67F2N3O3 | wB97M-V/def2-TZVPD

Last column: Mulliken charge in e.
Atoms and positions in Å:
C  -4.65  0.82  5.97  -1.566
C  -4.33  1.45  4.60  1.726
C  -3.64  2.79  4.91  -2.139
C  -3.39  0.56  3.76  -1.146
C  -4.07  -0.76  3.28  -0.581
C  -5.36  -0.40  2.53  -1.446
C  -6.31  0.45  3.31  1.669
C  -7.42  1.00  2.37  -1.842
C  -7.13  -0.28  4.43  -1.749
N  -5.54  1.65  3.75  0.078
O  -6.36  2.56  4.30  -0.485
H  -4.92  -0.23  5.91  0.282
H  -3.85  0.95  6.73  0.393
H  -5.54  1.28  6.42  0.335
H  -4.10  3.26  5.73  0.463
H  -2.67  2.62  5.32  0.480
H  -3.55  3.41  4.01  0.385
H  -3.20  1.12  2.83  0.280
H  -2.51  0.27  4.33  0.389
H  -3.43  -1.27  2.56  0.434
H  -4.27  -1.46  4.16  0.251
H  -5.82  -1.23  2.08  0.570
H  -5.00  0.25  1.73  0.371
H  -7.04  1.75  1.68  0.429
H  -8.23  1.46  3.00  0.374
H  -7.86  0.13  1.88  0.432
H  -7.60  -1.06  3.84  0.474
H  -7.94  0.30  4.89  0.418
H  -6.61  -0.79  5.19  0.359
H  -6.62  2.26  5.20  0.371
C  -2.37  2.05  -2.90  -2.149
C  -1.39  2.86  -3.75  1.392
C  -1.25  2.04  -5.08  -1.732
C  -1.95  4.26  -4.08  -0.931
C  -0.86  5.24  -4.60  -0.771
C  0.41  5.29  -3.78  -1.237
C  0.99  3.88  -3.49  1.874
C  1.77  3.32  -4.70  -1.894
C  1.96  3.95  -2.34  -2.116
N  -0.09  3.00  -3.01  0.569
O  0.50  1.63  -2.93  -0.630
H  -2.50  2.57  -1.98  0.508
H  -3.33  2.02  -3.38  0.460
H  -2.04  1.06  -2.62  0.380
H  -2.27  1.90  -5.49  0.501
H  -0.69  2.52  -5.87  0.377
H  -0.76  1.09  -4.97  0.310
H  -2.68  4.15  -4.88  0.342
H  -2.42  4.62  -3.14  0.348
H  -0.51  5.00  -5.61  0.313
H  -1.31  6.23  -4.71  0.437
H  0.11  5.65  -2.77  0.369
H  1.18  5.94  -4.14  0.457
H  2.73  3.81  -4.71  0.534
H  1.36  3.49  -5.70  0.337
H  2.02  2.30  -4.62  0.396
H  2.70  4.77  -2.46  0.514
H  2.49  2.98  -2.21  0.417
H  1.41  4.06  -1.39  0.311
H  0.71  1.50  -1.99  0.206
C  4.84  -6.00  -3.02  -1.968
C  4.20  -6.20  -1.64  1.650
C  4.48  -7.70  -1.32  -1.610
C  4.92  -5.32  -0.64  -1.453
C  4.31  -5.30  0.76  -0.795
C  2.94  -4.81  0.44  -1.244
C  2.06  -5.66  -0.49  2.087
C  1.51  -6.93  0.11  -1.683
C  0.85  -4.76  -0.79  -2.140
N  2.79  -5.81  -1.77  0.128
O  2.16  -6.78  -2.57  -0.518
H  5.95  -6.07  -2.98  0.350
H  4.50  -6.73  -3.73  0.435
H  4.45  -5.03  -3.37  0.448
H  3.90  -8.21  -0.51  0.314
H  4.41  -8.28  -2.21  0.389
H  5.50  -7.74  -0.95  0.422
H  5.95  -5.66  -0.67  0.620
H  5.00  -4.28  -1.09  0.303
H  4.28  -6.30  1.18  0.338
H  4.84  -4.73  1.53  0.409
H  2.99  -3.93  -0.22  0.282
H  2.30  -4.56  1.31  0.428
H  0.43  -6.94  0.29  0.428
H  1.97  -7.34  1.04  0.303
H  1.56  -7.76  -0.63  0.378
H  0.48  -4.31  0.11  0.480
H  -0.04  -5.28  -1.21  0.421
H  1.17  -4.03  -1.55  0.416
H  2.01  -6.33  -3.38  0.344
F  3.43  0.23  -0.16  -0.388
C  2.10  0.30  -0.05  0.951
C  1.40  -0.89  -0.05  -0.383
C  0.02  -0.79  0.16  -0.872
C  -0.63  0.43  0.38  -0.868
C  0.09  1.59  0.34  -0.552
C  1.46  1.52  0.19  -0.399
H  1.84  -1.89  -0.12  0.399
H  -0.60  -1.65  0.22  0.445
H  -1.69  0.49  0.44  0.834
H  -0.39  2.53  0.51  0.470
H  1.99  2.46  0.09  0.494
F  2.46  3.71  2.57  -0.331
C  3.70  3.90  2.09  0.381
C  4.47  2.78  1.75  -0.292
C  5.71  2.97  1.20  -0.419
C  6.25  4.19  1.05  -0.499
C  5.48  5.33  1.35  -0.370
C  4.21  5.16  1.91  -0.460
H  4.12  1.77  1.86  0.457
H  6.32  2.09  1.04  0.388
H  7.21  4.13  0.57  0.359
H  5.78  6.35  1.08  0.340
H  3.58  5.99  2.14  0.450

Results
- DFT total energy (eV) = -57572.417
- multiplicity = 1
- gap between HOMO and LUMO (eV) = 9.1

***

Entry 2:
C39H67FN11P | wB97M-V/def2-TZVPD

Last column: Mulliken charge in e.
Atoms and positions in Å:
N  -2.59  5.67  -1.20  -0.423
C  -3.21  4.74  -1.17  -0.206
C  -4.03  3.45  -1.02  0.742
C  -5.13  3.52  -2.12  -1.246
C  -6.36  2.58  -1.91  -0.758
C  -6.27  1.62  -0.71  -0.366
F  -6.44  2.28  0.52  -0.307
C  -3.08  2.20  -1.09  0.382
C  -3.17  1.42  -2.37  -0.065
N  -3.46  0.88  -3.30  -0.522
P  -1.26  2.52  -0.76  0.337
N  -0.53  2.52  -2.17  -0.710
H  -4.43  3.50  0.01  0.295
H  -5.52  4.56  -2.10  0.528
H  -4.70  3.41  -3.14  0.490
H  -6.49  1.96  -2.81  0.319
H  -7.28  3.19  -1.81  0.389
H  -5.38  0.97  -0.71  0.222
H  -7.13  0.93  -0.78  0.445
H  -3.42  1.51  -0.29  0.092
H  -0.78  1.41  -0.01  -0.073
H  -1.03  3.68  0.02  0.170
H  -0.04  3.41  -2.28  0.226
C  2.32  -2.19  -3.43  -0.996
C  0.89  -1.70  -3.61  -0.648
C  0.69  -0.25  -3.14  -0.192
C  1.00  -0.13  -1.70  0.312
N  1.25  -0.06  -0.59  -0.481
H  2.61  -2.20  -2.38  0.364
H  2.42  -3.21  -3.81  0.251
H  3.03  -1.56  -3.98  0.261
H  0.21  -2.36  -3.07  0.303
H  0.62  -1.76  -4.67  0.369
H  -0.35  0.06  -3.30  0.073
H  1.33  0.43  -3.70  0.315
C  2.47  1.68  4.24  -1.020
C  1.12  0.98  4.10  -0.691
C  0.39  1.34  2.80  0.050
C  0.12  2.80  2.76  0.322
N  -0.09  3.92  2.73  -0.606
H  2.35  2.77  4.28  0.235
H  2.96  1.37  5.16  0.362
H  3.13  1.45  3.40  0.219
H  0.50  1.23  4.96  0.377
H  1.28  -0.10  4.12  0.265
H  -0.55  0.80  2.74  0.402
H  1.00  1.07  1.93  0.084
C  -6.46  0.04  2.45  -0.546
C  -6.70  -1.47  2.53  -0.449
C  -5.55  -2.21  3.22  -0.507
C  -4.29  -2.01  2.47  0.298
N  -3.33  -1.85  1.88  -0.454
H  -5.58  0.28  1.86  0.064
H  -7.32  0.53  1.98  0.057
H  -6.33  0.46  3.45  0.331
H  -6.84  -1.86  1.52  0.288
H  -7.63  -1.65  3.08  0.301
H  -5.77  -3.28  3.26  0.332
H  -5.42  -1.85  4.24  0.287
C  6.31  -1.68  1.99  -1.225
C  5.33  -2.42  2.90  -0.571
C  4.25  -1.50  3.49  -0.119
C  4.88  -0.45  4.32  0.305
N  5.37  0.35  4.95  -0.504
H  6.87  -0.92  2.54  0.452
H  7.03  -2.38  1.57  0.322
H  5.78  -1.20  1.17  0.292
H  5.88  -2.91  3.70  0.316
H  4.84  -3.21  2.32  0.320
H  3.57  -2.08  4.12  0.335
H  3.67  -1.03  2.70  0.115
C  -9.45  3.52  2.57  -1.008
C  -10.75  3.52  3.37  -0.504
C  -10.74  2.50  4.51  -0.420
C  -10.56  1.13  3.98  0.257
N  -10.42  0.09  3.56  -0.427
H  -9.27  2.56  2.08  0.240
H  -9.49  4.28  1.79  0.364
H  -8.59  3.74  3.21  0.314
H  -11.58  3.31  2.69  0.298
H  -10.92  4.52  3.78  0.324
H  -11.68  2.54  5.06  0.301
H  -9.93  2.71  5.21  0.271
C  6.46  -5.59  -3.95  -0.987
C  5.49  -6.32  -3.04  -0.629
C  4.43  -5.40  -2.43  -0.029
C  5.07  -4.35  -1.62  0.298
N  5.57  -3.54  -0.99  -0.429
H  7.03  -4.83  -3.41  0.403
H  7.18  -6.29  -4.39  0.331
H  5.92  -5.11  -4.77  0.063
H  6.06  -6.81  -2.24  0.350
H  4.99  -7.11  -3.60  0.344
H  3.75  -5.97  -1.79  0.344
H  3.84  -4.93  -3.22  -0.101
C  6.64  -7.38  -8.96  -1.135
C  6.77  -5.86  -9.10  -0.448
C  6.75  -5.13  -7.76  -0.350
C  5.46  -5.39  -7.06  0.314
N  4.46  -5.58  -6.54  -0.496
H  5.68  -7.66  -8.52  0.350
H  6.70  -7.86  -9.94  0.334
H  7.44  -7.78  -8.34  0.295
H  5.97  -5.49  -9.74  0.294
H  7.71  -5.63  -9.61  0.312
H  6.86  -4.06  -7.91  0.347
H  7.56  -5.47  -7.12  0.270
C  3.32  5.68  3.17  -1.009
C  3.37  5.71  4.69  -0.332
C  4.33  6.78  5.23  -0.503
C  5.71  6.52  4.77  0.231
N  6.77  6.33  4.41  -0.412
H  4.30  5.42  2.74  0.359
H  2.61  4.93  2.83  0.130
H  3.01  6.65  2.76  0.359
H  3.67  4.73  5.06  0.243
H  2.37  5.90  5.07  0.353
H  4.32  6.77  6.32  0.294
H  4.02  7.77  4.90  0.304

Results
- DFT total energy (eV) = -69923.447
- multiplicity = 1
- energy relative to the best compared isomer or geometry (same formula, charge and spin) (eV) = 0.000
- gap between HOMO and LUMO (eV) = 9.3